Record 1
Computed, not measured: C40H37IrN4O5S as an isolated structure at a distorted geometry, with ωB97M-V/def2-TZVPD.

## Properties
F_max = 2.1 eV/Å
Frontier orbital gap = 0.2848 Ha
E_LUMO = 0.2370 eV
Net charge = 0
E = -2644.25861 Ha

Last column: Mulliken charge in e.
Atoms and positions in Å:
Ir 0.7118 1.1234 -2.0052  0.613
C 4.8389 -0.5383 -4.4549  -1.052
S 3.8466 0.7850 -3.7977  0.411
C 4.9674 1.3459 -2.5332  -0.696
O 2.7187 0.0934 -3.0817  -0.576
H 5.7229 -0.1268 -4.9413  0.414
H 4.2233 -1.0619 -5.1825  0.353
H 5.1112 -1.2051 -3.6372  0.295
H 5.8703 1.7270 -3.0094  0.473
H 5.1902 0.5087 -1.8711  0.293
H 4.4573 2.1334 -1.9807  0.001
O -0.1921 0.2926 -4.2043  -0.763
C -0.5962 -0.6215 -3.4644  -0.121
N -1.2231 -1.7808 -3.7294  0.053
C -1.5160 -2.4954 -2.4879  3.343
C -0.8930 -1.5241 -1.4282  -0.725
O -0.8862 -1.7102 -0.2375  -0.621
N -0.3918 -0.4644 -2.1255  0.618
C -0.7930 -3.8325 -2.3914  -0.817
C -0.9679 -4.6199 -1.2554  -0.043
C -0.2716 -5.8070 -1.1152  -0.928
C 0.6044 -6.2292 -2.1092  -0.395
C 0.7772 -5.4530 -3.2419  -0.899
C 0.0851 -4.2546 -3.3786  -0.423
C -3.0225 -2.6150 -2.2860  -0.329
C -3.6948 -3.7461 -2.7342  -0.240
C -5.0730 -3.8456 -2.6038  -0.881
C -5.7910 -2.8151 -2.0169  -0.428
C -5.1270 -1.6797 -1.5733  -0.894
C -3.7514 -1.5800 -1.7094  -0.205
H -1.5823 -2.0212 -4.6365  0.294
H -1.6451 -4.2911 -0.4779  0.483
H -0.4100 -6.4065 -0.2250  0.397
H 1.1455 -7.1597 -1.9983  0.411
H 1.4532 -5.7736 -4.0239  0.425
H 0.2403 -3.6466 -4.2593  0.417
H -3.1379 -4.5590 -3.1833  0.448
H -5.5830 -4.7326 -2.9561  0.400
H -6.8634 -2.8978 -1.8993  0.397
H -5.6804 -0.8718 -1.1132  0.432
H -3.2466 -0.6896 -1.3541  0.495
C -1.6161 -2.2070 5.0128  -1.437
C -1.1563 -0.7875 4.8150  1.278
C -1.6192 0.2198 5.6512  -1.069
C -1.2102 1.5329 5.4706  -1.219
C -0.3392 1.8486 4.4451  -0.463
C 0.1439 0.8449 3.6114  0.329
N 0.9903 1.1489 2.5160  -0.052
C 1.9109 2.1606 2.4431  0.380
C 2.4578 2.7316 3.6075  -0.832
C 3.3974 3.7333 3.5348  -0.615
C 3.8545 4.2140 2.3035  -1.060
C 3.3485 3.6493 1.1583  -0.536
C 2.3879 2.6307 1.2024  0.628
C 1.8925 2.1234 -0.0693  1.416
O 2.2143 2.5907 -1.1984  -0.884
O 1.0268 1.1488 -0.1062  -0.602
C -0.2520 -0.4845 3.7880  0.562
C 0.2682 -1.5842 2.8995  -1.882
H -2.3831 -2.2598 5.7844  0.404
H -0.7915 -2.8566 5.3152  0.324
H -2.0281 -2.6270 4.0936  0.267
H -2.3112 -0.0272 6.4472  0.356
H -1.5836 2.3176 6.1156  0.437
H -0.0460 2.8757 4.2818  0.734
H 0.7150 0.7446 1.6299  0.287
H 2.1345 2.3656 4.5712  0.595
H 3.7890 4.1496 4.4543  0.415
H 4.5900 5.0041 2.2539  0.429
H 3.6741 3.9903 0.1845  0.388
H 1.1360 -1.2647 2.3280  0.462
H -0.4839 -1.9175 2.1811  0.350
H 0.5608 -2.4518 3.4924  0.457
C -0.7099 2.5441 -2.1428  -1.395
C -0.8601 3.3497 -0.8775  0.500
C -0.1831 4.5521 -0.7060  -0.572
C -0.2492 5.2394 0.4975  -0.843
C -1.0086 4.7202 1.5393  0.574
C -1.7149 3.5287 1.3743  -0.734
C -1.6422 2.8599 0.1669  0.100
C -1.0541 5.4112 2.8096  -0.070
N -1.0909 5.9479 3.8261  -0.577
H -0.3733 3.1525 -2.9872  0.617
H -1.6412 2.0143 -2.3516  0.526
H 0.4237 4.9438 -1.5126  0.366
H 0.2847 6.1707 0.6306  0.476
H -2.3050 3.1313 2.1889  0.447
H -2.1723 1.9230 0.0406  0.310

Forces on the atoms, in the same order (eV/Å):
1.34 0.06 -1.56
0.13 -0.14 0.05
-0.55 0.23 0.01
0.12 -0.06 0.13
0.13 -0.33 0.18
0.00 0.01 0.01
0.00 -0.01 -0.01
0.01 -0.05 -0.04
0.02 0.03 0.04
0.03 0.02 0.01
-0.01 0.00 -0.05
0.04 -0.22 0.19
0.11 0.58 -0.15
0.07 -0.02 -0.08
-0.07 -0.05 0.02
0.08 0.30 -0.24
-0.04 -0.03 0.11
-0.93 -1.00 -0.33
0.09 0.10 0.00
-0.05 0.02 0.03
0.03 -0.03 -0.02
-0.04 0.00 0.01
-0.02 0.01 0.01
0.02 -0.03 -0.05
0.00 -0.08 0.02
-0.04 0.00 -0.04
0.02 0.02 0.00
0.00 0.01 0.01
-0.02 -0.03 -0.02
0.02 0.04 0.00
-0.06 0.00 0.03
0.01 0.01 0.00
0.00 -0.01 0.01
0.00 -0.01 0.00
0.01 0.00 0.00
0.02 0.01 0.01
0.00 -0.02 0.02
0.00 -0.01 0.00
-0.01 0.01 -0.01
0.00 0.01 0.00
0.02 -0.01 0.02
-0.03 0.01 0.05
0.03 -0.03 -0.07
-0.01 0.02 0.01
-0.01 -0.02 0.00
-0.10 0.02 0.05
0.15 -0.01 -0.14
-0.10 0.07 0.05
-0.16 -0.24 0.17
0.05 0.07 0.06
0.00 0.00 -0.04
-0.04 -0.06 0.02
0.03 0.05 -0.05
0.11 0.03 -0.14
-0.12 -0.01 0.03
-0.29 -0.01 -0.07
0.68 0.71 1.01
0.00 -0.09 0.05
-0.03 0.01 0.02
0.00 0.00 0.00
0.02 0.01 0.00
0.00 0.02 -0.02
-0.01 0.00 0.00
-0.01 0.00 0.01
-0.03 0.06 -0.03
0.04 0.05 0.13
0.04 0.01 -0.02
0.01 0.00 0.01
0.00 0.01 0.01
-0.01 0.00 -0.02
0.03 -0.01 0.01
0.01 0.04 0.00
0.00 0.00 0.02
-0.46 -0.14 1.17
-0.04 -0.20 -0.62
0.06 0.15 0.20
0.00 -0.07 -0.20
0.00 0.17 0.41
0.01 -0.05 -0.10
0.02 0.01 0.20
-0.02 -0.17 -0.24
0.02 -0.01 0.00
-0.19 0.04 -0.04
-0.12 0.25 -0.26
0.00 -0.02 -0.01
0.01 -0.01 0.02
0.01 0.01 0.04
0.01 -0.01 0.00


Record 2
Computed, not measured: C40H37N3O6PRb as an isolated structure, with ωB97M-V/def2-TZVPD.

## Properties
F_max = 0.2 eV/Å
Frontier orbital gap = 0.1798 Ha
Energy relative to the best compared isomer or geometry (same formula, charge and spin) = 0.0 kcal per mole
E_LUMO = 4.0451 eV
Net charge = -2
E = -2527.65350 Ha

Last column: Mulliken charge in e.
Atoms and positions in Å:
Rb 0.0515 0.3181 -1.5758  0.958
C -1.0636 -4.3164 -3.2743  -1.287
C -0.1305 -3.3404 -2.5574  0.822
O -0.6610 -2.2385 -2.2323  -0.430
C 1.1740 -3.7707 -2.3371  -0.895
C 2.3003 -3.0742 -1.7505  0.839
C 3.5667 -3.9008 -1.6067  -1.268
N 2.2760 -1.8396 -1.3615  0.265
N 3.4917 -1.4066 -0.8218  -0.534
C 3.4450 -0.1968 -0.3098  0.043
O 2.4792 0.6175 -0.2194  -0.750
C 4.7706 0.2534 0.2726  0.343
C 4.8246 1.4703 0.9481  -0.354
C 6.0092 1.9219 1.5159  -0.733
C 7.1657 1.1606 1.4164  -0.319
C 7.1218 -0.0558 0.7421  -0.616
C 5.9380 -0.5047 0.1773  -0.211
H -1.3617 -3.8760 -4.2303  0.305
H -1.9693 -4.4457 -2.6783  0.173
H -0.6046 -5.2895 -3.4583  0.292
H 1.3899 -4.7776 -2.6750  -0.049
H 3.4186 -4.9084 -1.9970  0.348
H 3.8659 -3.9553 -0.5580  0.250
H 4.3940 -3.4201 -2.1317  0.244
H 3.9080 2.0426 1.0181  0.446
H 6.0279 2.8713 2.0402  0.364
H 8.0923 1.5087 1.8598  0.343
H 8.0204 -0.6584 0.6590  0.365
H 5.8809 -1.4502 -0.3456  0.410
O -3.1832 2.7562 -0.2253  -0.536
N -3.2368 1.5444 0.3762  0.125
C -4.3820 1.3197 0.8864  -0.679
C -4.7375 0.0894 1.6083  0.869
C -5.8165 0.2088 2.4929  -0.923
C -6.2617 -0.8582 3.2505  -0.568
C -5.6257 -2.0854 3.1298  -0.788
C -4.5681 -2.2201 2.2442  -0.052
C -4.1066 -1.1592 1.4628  -0.027
P -2.7220 -1.4185 0.2532  -0.042
C -2.9476 -3.2266 -0.0255  0.281
C -4.0846 -3.5870 -0.7515  -0.543
C -4.3671 -4.9133 -1.0299  -0.660
C -3.4946 -5.9111 -0.6097  -0.464
C -2.3477 -5.5629 0.0861  -0.640
C -2.0792 -4.2315 0.3833  0.216
C -1.3008 -1.3613 1.4131  1.105
C -0.0491 -1.7440 0.9226  -0.851
C 1.0839 -1.6536 1.7194  -0.913
C 0.9799 -1.1891 3.0215  -0.629
C -0.2584 -0.8104 3.5210  -0.811
C -1.3918 -0.8953 2.7249  -0.427
H -2.2608 2.8447 -0.6884  0.594
H -5.1462 2.0956 0.8134  0.312
H -6.3006 1.1751 2.5822  0.395
H -7.0956 -0.7314 3.9310  0.363
H -5.9504 -2.9361 3.7168  0.404
H -4.0838 -3.1840 2.1515  0.484
H -4.7559 -2.8102 -1.1036  0.355
H -5.2577 -5.1682 -1.5925  0.347
H -3.6986 -6.9493 -0.8433  0.307
H -1.6452 -6.3273 0.3955  0.385
H -1.1785 -3.9789 0.9268  0.363
H 0.0578 -2.0942 -0.1006  0.925
H 2.0432 -1.9154 1.2898  0.354
H 1.8663 -1.0965 3.6379  0.379
H -0.3451 -0.4306 4.5328  0.366
H -2.3471 -0.5802 3.1256  0.306
C -0.3547 8.6053 0.4640  -0.881
O -1.0444 7.4266 0.1405  -0.457
C -0.3352 6.4420 -0.5165  0.993
C 0.9721 6.6259 -0.9751  -0.959
C 1.5745 5.5509 -1.6151  -0.573
C 0.9431 4.3350 -1.8441  0.328
C 1.6655 3.2761 -2.5952  0.549
C 3.1220 3.0410 -2.2818  -0.908
O 1.1072 2.5610 -3.4105  -0.623
C -0.3963 4.1401 -1.3605  0.510
O -1.0146 3.0229 -1.4653  -0.948
C -0.9946 5.2482 -0.7017  -0.701
H -1.0508 9.2240 1.0288  0.256
H -0.0367 9.1525 -0.4303  0.317
H 0.5269 8.4013 1.0807  0.351
H 1.5122 7.5515 -0.8439  0.323
H 2.5881 5.6853 -1.9744  0.274
H 3.6668 3.9333 -1.9813  0.337
H 3.6024 2.5570 -3.1304  0.315
H 3.1191 2.3388 -1.4366  0.057
H -1.9984 5.1388 -0.3093  0.391

Forces on the atoms, in the same order (eV/Å):
0.14 0.09 -0.09
0.03 0.01 -0.01
-0.05 0.00 0.07
0.06 -0.02 -0.01
-0.01 0.02 0.01
0.02 -0.06 -0.01
0.00 0.02 0.00
-0.15 0.13 0.00
0.06 0.00 0.06
-0.15 -0.07 -0.09
0.05 0.00 -0.03
0.01 0.03 0.08
-0.02 -0.01 -0.01
0.03 -0.01 0.00
-0.01 0.02 0.00
0.02 -0.02 -0.01
-0.01 0.00 0.00
-0.01 0.00 0.01
-0.01 -0.01 0.01
-0.01 -0.01 0.00
0.02 -0.01 0.01
-0.01 0.00 0.00
0.00 0.00 0.00
0.00 0.00 0.00
0.00 0.00 -0.01
0.00 0.00 0.00
0.00 0.00 0.00
0.00 0.00 0.00
0.00 0.00 0.00
-0.06 -0.01 0.05
-0.03 0.03 -0.01
0.06 -0.03 -0.01
-0.01 0.06 -0.03
-0.02 -0.02 0.03
0.00 0.04 -0.02
0.04 -0.01 -0.03
-0.03 -0.04 0.06
0.03 0.01 -0.05
-0.05 0.02 0.01
-0.03 0.02 0.03
0.00 0.00 -0.02
0.01 -0.02 0.00
-0.01 0.01 -0.01
0.01 0.00 0.00
0.02 0.00 0.00
0.06 -0.13 0.02
0.01 0.01 0.02
0.00 -0.02 -0.03
0.02 0.01 0.02
-0.01 0.01 0.00
-0.04 0.04 -0.04
0.02 -0.05 -0.05
-0.02 -0.01 0.02
-0.01 -0.01 0.01
0.00 0.00 0.00
0.00 0.00 0.00
0.00 0.00 0.01
0.00 0.00 0.00
0.00 -0.01 0.00
0.00 0.00 0.00
0.00 0.00 0.00
0.00 0.00 -0.01
-0.01 0.00 0.00
0.01 0.00 0.00
0.01 0.00 -0.01
0.00 0.00 0.00
0.01 0.00 0.01
0.02 0.00 -0.01
-0.02 -0.02 0.01
0.04 -0.01 -0.05
0.00 -0.01 0.00
0.02 -0.02 0.00
0.10 0.14 0.02
-0.07 0.01 -0.08
-0.02 -0.04 0.00
-0.02 0.01 0.06
-0.10 -0.03 0.06
0.08 -0.01 0.03
-0.06 0.03 0.04
0.00 0.00 0.00
0.00 0.00 0.00
0.00 0.01 0.00
0.00 0.00 0.00
0.00 0.00 0.00
-0.01 0.01 0.01
0.01 -0.01 0.01
0.05 0.00 -0.02
0.00 -0.02 -0.01